Entry i
Density functional theory data (ωB97M-V/def2-TZVPD) for a cluster of 2 separate species, CH5O2 in total.

CARTESIAN COORDINATES (ANGSTROEM)
C1 -1.0005 0.8143 -0.6007
O1 -0.8098 -0.0984 0.4218
H1 -0.4038 0.6977 -1.5263
H2 -2.1250 0.6486 -0.8384
H3 -0.7359 1.8645 -0.2392
H4 1.7986 -0.8277 -0.5642
H5 0.5138 -0.5654 0.5085
O2 1.6792 -0.7395 0.3612

Values from the calculation:
Charge   -1
Gap between HOMO and LUMO   7.954 eV

Entry ii
Density functional theory data (ωB97M-V/def2-TZVPD) for a cluster of 2 separate species, CH5O2 in total.

CARTESIAN COORDINATES (ANGSTROEM)
O1 1.9965 -0.2997 0.2302
H1 1.7171 -0.1215 1.1060
C1 -1.3717 0.6559 -0.0651
O2 -0.7147 -0.4953 -0.2740
H2 -0.8217 1.3487 0.6281
H3 -2.4008 0.5821 0.3970
H4 -1.6444 1.3364 -0.9261
H5 1.0982 -0.4293 -0.1831

Values from the calculation:
Charge   -1
Gap between HOMO and LUMO   7.441 eV

Verdict on stability: entry i comes out at the bottom.

Entry i
Density functional theory data (ωB97M-V/def2-TZVPD) for a structure of composition C10H14N3.

CARTESIAN COORDINATES (ANGSTROEM)
C1 -3.0749 1.1081 0.9686
C2 -2.2154 1.9843 0.3943
C3 -2.7159 -0.2617 0.8792
C4 -1.1143 1.5998 -0.3747
C5 -1.6308 -0.6605 0.1996
C6 -0.9052 0.2455 -0.5288
C7 2.4557 0.3424 1.5034
C8 2.3379 0.3595 -0.7694
C9 -1.2837 -2.1244 0.0611
C10 1.2590 0.0079 -1.7253
N1 2.4001 -0.4813 0.4205
N2 2.2945 1.7065 -0.2500
N3 2.4752 1.5278 1.0481
H1 -3.8844 1.3919 1.6002
H2 -2.4917 3.0122 0.3138
H3 -3.4012 -0.9892 1.1726
H4 -0.4234 2.2922 -0.8241
H5 2.3621 -0.0495 2.5021
H6 3.3009 0.3136 -1.4646
H7 -0.2685 -2.2566 0.2675
H8 -1.9990 -2.7876 0.6716
H9 -1.4388 -2.4569 -1.0211
H10 1.3348 -0.8805 -2.4013
H11 1.0560 0.8273 -2.3158
H12 0.0965 -0.1719 -1.1039
H13 2.7661 -1.4257 0.4720
H14 2.4068 2.4358 1.6933

Values from the calculation:
⟨S²⟩   2.021
Charge   +1
Gap between HOMO and LUMO (spin up / spin down)   7.291 / 6.307 eV
2S+1   3

Entry ii
Density functional theory data (ωB97M-V/def2-TZVPD) for the ion C10H14N3 with charge +1.

CARTESIAN COORDINATES (ANGSTROEM)
C1 -1.4559 1.5411 1.2988
C2 -0.1486 1.7860 0.8064
C3 -2.2988 0.6645 0.6634
C4 -0.5477 0.1068 -0.8668
C5 2.4283 0.3632 -0.2588
C6 1.3530 0.9703 -1.1280
C7 2.5089 -0.7575 0.4465
C8 0.4836 0.0108 -2.0392
C9 3.7396 -1.2243 1.1050
C10 -3.9453 -1.2651 -0.1951
N1 0.1356 1.0884 -0.3073
N2 -1.8941 -0.2347 -0.3562
N3 -2.6159 -1.2018 -0.6685
H1 -1.8832 2.0908 2.1249
H2 0.5488 2.3793 1.3141
H3 -3.2301 0.7507 1.1216
H4 0.7121 -1.0344 -2.2630
H5 3.3159 1.0872 -0.3500
H6 1.7979 1.9498 -1.3974
H7 1.7220 -1.3901 0.3565
H8 -0.1383 0.4140 -2.9187
H9 4.3148 -1.7212 0.4483
H10 4.3207 -0.2700 1.4698
H11 3.4231 -1.9287 1.9625
H12 -4.0887 -2.3771 -0.4309
H13 -4.0148 -1.1234 0.8235
H14 -4.5431 -0.6748 -0.7616

Values from the calculation:
⟨S²⟩   2.035
Charge   +1
Gap between HOMO and LUMO (spin up / spin down)   6.162 / 7.734 eV
2S+1   3

Verdict on stability: entry ii comes out at the bottom.

Entry i
Density functional theory data (ωB97M-V/def2-TZVPD) for a cluster of 3 separate species, C4H15N2O2 in total.

CARTESIAN COORDINATES (ANGSTROEM)
C1 0.2398 -0.9071 -1.9469
O1 0.9945 -2.0204 -1.6735
C2 -0.4098 -0.1689 -0.6530
C3 -1.1607 1.0905 -1.0157
C4 -1.8416 1.5578 0.2606
N1 -2.5476 2.7672 0.0457
N2 0.5369 0.1146 0.2605
H1 0.7972 -0.1436 -2.4880
H2 -0.5871 -1.2216 -2.5659
H3 1.8791 -1.7788 -1.3645
H4 -1.1065 -0.9272 -0.2156
H5 -0.4340 1.8347 -1.3554
H6 -1.8881 0.9524 -1.8141
H7 -2.5459 0.7931 0.6381
H8 -1.0320 1.6330 1.0314
H9 3.7845 -0.3149 0.3259
H10 -3.1427 3.0486 0.8175
H11 -1.9615 3.5358 -0.2342
H12 3.6328 -0.6866 0.9601
H13 0.9889 -0.7642 0.5590
H14 2.7624 -2.6920 3.9220
H15 2.7294 -1.1814 4.2541
O2 2.6825 -1.8194 3.5239

Values from the calculation:
Charge   +1
Gap between HOMO and LUMO   5.143 eV

Entry ii
Density functional theory data (ωB97M-V/def2-TZVPD) for a cluster of 3 separate species, C4H15N2O2 in total.

CARTESIAN COORDINATES (ANGSTROEM)
C1 -1.7782 -1.0211 -1.7554
C2 -1.6344 -0.7272 -0.2289
C3 -0.5191 0.1721 -0.0606
C4 -0.3421 1.3488 -0.7602
N1 0.8018 2.1151 -0.8275
N2 0.6524 -0.3513 0.7942
H1 -1.1169 -0.5687 -2.5068
H2 -2.7759 -0.8628 -2.0925
H3 -1.5918 -2.1570 -1.8558
H4 -2.5221 -0.1274 0.1512
H5 -1.3756 -1.7407 0.2159
H6 -1.1873 1.6587 -1.4826
H7 1.4958 2.0551 -0.0898
H8 0.6045 2.9439 -1.2708
H9 1.3578 -0.8833 0.2181
H10 0.9779 0.4392 1.3545
H11 0.1914 -0.9861 1.4898
H12 -0.4349 2.0885 2.5339
H13 0.7463 1.9802 3.3227
O1 0.4116 2.2938 2.5696
H14 3.2127 -2.4333 0.6528
H15 2.4905 -2.7483 -0.6119
O2 2.3356 -2.4884 0.2401

Values from the calculation:
Charge   +1
Gap between HOMO and LUMO   8.859 eV

Entry iii
Density functional theory data (ωB97M-V/def2-TZVPD) for a cluster of 3 separate species, C4H15N2O2 in total.

CARTESIAN COORDINATES (ANGSTROEM)
C1 -0.4234 -2.4569 -0.5083
C2 0.3510 -2.2743 0.7798
C3 0.8773 -0.8588 1.0889
N1 1.5078 1.8088 -0.0970
C4 1.9697 0.6649 -0.5430
N2 1.8098 -0.5092 -0.0123
H1 0.1653 -2.6220 -1.4170
H2 -0.9163 -3.4297 -0.5572
H3 -1.2242 -1.7248 -0.5936
H4 1.2354 -2.9172 0.8362
H5 -0.3264 -2.6420 1.5538
H6 1.5338 -0.9484 1.9549
H7 0.0638 -0.1531 1.1328
H8 1.8931 2.6626 -0.4621
H9 0.5825 1.8635 0.3603
H10 2.7058 0.7095 -1.3424
H11 2.3162 -1.3044 -0.3753
H12 -4.0056 0.6895 -0.5871
H13 -3.7182 1.6102 -1.8316
O1 -3.3329 1.2103 -1.0474
H14 -1.4556 2.1823 1.3639
H15 -1.8561 1.7609 -0.1316
O2 -1.1735 1.7424 0.5906

Values from the calculation:
Charge   +1
Gap between HOMO and LUMO   11.745 eV

Entry iv
Density functional theory data (ωB97M-V/def2-TZVPD) for a cluster of 3 separate species, C4H15N2O2 in total.

CARTESIAN COORDINATES (ANGSTROEM)
C1 -1.5953 -0.4044 1.2488
C2 -1.2628 -0.8095 -0.1760
C3 0.2864 -0.9072 -0.5347
C4 0.5447 -1.5099 -1.7026
N1 1.9546 -1.5355 -2.0395
N2 1.2229 -0.4198 0.3567
H1 -1.1049 0.4218 1.7377
H2 -1.2758 -1.1125 1.9943
H3 -2.5855 -0.2440 1.3927
H4 -1.8266 -0.0411 -0.7520
H5 -1.8530 -1.7627 -0.4961
H6 -0.1669 -1.7592 -2.4541
H7 2.1011 -2.1082 -2.9223
H8 2.2276 -0.6029 -2.2466
H9 2.6066 -1.7594 -1.3222
H10 2.0938 -0.1294 -0.0329
H11 0.8962 0.1884 1.1584
H12 1.0042 1.9803 -1.8598
H13 2.6087 2.3763 -2.0700
O1 1.9112 1.6022 -1.9876
H14 -2.9323 3.5706 4.2199
H15 -2.1287 2.2770 4.5587
O2 -2.7262 2.6891 3.9292

Values from the calculation:
Charge   +1
Gap between HOMO and LUMO   9.560 eV

Verdict on stability: entry i comes out at the bottom.

Entry i
Density functional theory data (ωB97M-V/def2-TZVPD) for the ion C8H16NO with charge +1.

CARTESIAN COORDINATES (ANGSTROEM)
C1 0.2004 -2.6351 1.1039
C2 0.3372 -1.4634 0.2000
C3 0.9877 -1.4176 -0.9284
O1 1.0254 -0.2318 -1.6134
C4 0.2891 0.7715 -1.0626
C5 1.0869 2.0740 -0.9822
N1 -0.9841 0.8016 -1.8936
C6 -0.0880 -0.0678 0.5282
C7 0.5838 0.6457 1.6926
C8 -1.6224 0.1285 0.7785
H1 0.7354 -2.3195 2.0591
H2 0.7825 -3.3468 0.6171
H3 -0.7469 -2.9645 1.1803
H4 1.3082 -2.2034 -1.5240
H5 1.8043 2.2540 -1.7271
H6 1.6517 2.1296 -0.0679
H7 0.3680 2.8446 -0.9206
H8 -1.4014 1.7800 -1.9341
H9 -1.5862 0.0856 -1.5748
H10 -0.7343 0.5305 -2.7987
H11 1.7155 0.8786 1.6004
H12 0.3555 0.0252 2.6619
H13 0.0169 1.4650 2.0558
H14 -1.8396 1.1227 0.6162
H15 -1.9094 -0.3264 1.7375
H16 -2.3362 -0.5608 0.1961

Values from the calculation:
Charge   +1
Gap between HOMO and LUMO   9.395 eV

Entry ii
Density functional theory data (ωB97M-V/def2-TZVPD) for the ion C8H16NO with charge +1.

CARTESIAN COORDINATES (ANGSTROEM)
C1 -2.6339 1.6966 -0.6291
N1 -1.3496 1.9989 -0.2627
C2 -0.5448 2.9481 -0.2278
C3 0.0524 1.7687 0.4838
O1 0.0045 1.8660 1.8362
C4 1.0808 0.8443 -0.0520
C5 0.8064 -0.7518 0.0199
C6 1.6158 -1.2325 1.2081
C7 1.3473 -1.3849 -1.2622
C8 -0.7156 -1.0418 0.2462
H1 -3.0208 2.7117 -0.9672
H2 -2.4228 0.8417 -1.3076
H3 -3.2277 1.3854 0.2191
H4 -0.4381 3.9932 -0.6239
H5 -0.0717 1.0481 2.3675
H6 1.8410 1.2110 0.5594
H7 1.2681 1.0083 -1.1077
H8 1.3811 -0.8052 2.1851
H9 1.6375 -2.2539 1.1851
H10 2.7397 -1.0100 1.1049
H11 0.8436 -2.4515 -1.3806
H12 2.4726 -1.5589 -1.3424
H13 1.0906 -0.7264 -2.1511
H14 -0.9620 -2.1051 0.2300
H15 -1.4435 -0.6280 -0.4453
H16 -1.0431 -0.7259 1.2512

Values from the calculation:
Charge   +1
Gap between HOMO and LUMO   10.509 eV

Entry iii
Density functional theory data (ωB97M-V/def2-TZVPD) for a cluster of 2 separate species, C8H16NO in total.

CARTESIAN COORDINATES (ANGSTROEM)
C1 4.3980 -3.5795 -0.6889
C2 3.5616 -2.3943 -0.9754
C3 2.4807 -2.0722 -0.3947
C4 -2.0305 -0.6636 -1.2668
C5 -1.1462 0.9855 1.8404
C6 -0.6510 2.2023 -0.1324
C7 -3.0358 1.6576 0.3916
C8 -1.2911 -0.1131 -0.2929
N1 -1.5463 1.1367 0.4196
O1 1.3846 -1.8712 0.0666
H1 5.1956 -3.9248 -1.4201
H2 3.8112 -4.5537 -0.5842
H3 3.9311 -1.8252 -1.8674
H4 -1.7601 -1.5173 -1.9093
H5 -2.7973 -0.2293 -1.7598
H6 4.8456 -3.3814 0.2267
H7 -1.6010 0.0370 2.1772
H8 -0.0723 0.8951 1.9628
H9 -1.4645 1.8082 2.4950
H10 -0.7741 3.1101 0.5780
H11 0.3517 1.8417 -0.1440
H12 -0.8788 2.4808 -1.1349
H13 -3.4122 1.3136 -0.5985
H14 -3.5285 1.1833 1.1794
H15 -3.0073 2.7813 0.3886
H16 -0.3781 -0.6954 -0.0340

Values from the calculation:
Charge   +1
Gap between HOMO and LUMO   9.174 eV

Verdict on stability: entry ii comes out at the bottom.